57
Properties=species:S:1:pos:R:3:mulliken_charge:R:1 method="wB97M-V/def2-TZVPD" spin_multiplicity=1 gap_ev=7.06 homo_energy_ev=-10.403 total_charge=+1
Ca 0.087 0.829 -0.504 1.455
S -1.120 2.840 1.870 0.299
S 0.982 -1.979 1.044 0.214
S 1.213 0.625 3.245 -0.058
S -2.115 -0.301 1.160 0.049
O 1.575 -0.364 -1.417 -1.124
O 3.337 -2.231 -0.933 -0.692
N -0.724 0.159 -2.340 0.187
N -1.281 2.578 -1.474 -0.364
N -0.164 -0.935 -2.812 -1.021
C 2.931 -4.745 -3.509 -0.410
C 0.128 3.148 3.178 -0.992
C -2.618 4.551 -1.474 -0.844
C 1.034 -1.156 -2.265 1.187
C 2.411 -1.582 2.105 -1.161
C -1.486 3.835 -1.117 -0.308
C -3.356 2.617 -2.662 -0.875
C -1.791 0.690 -2.818 -0.553
C -2.290 0.458 2.821 -0.429
C -1.702 -2.018 1.613 -0.897
C 1.224 -3.093 -3.806 -0.399
C 3.417 -4.067 -2.412 -0.652
C -2.481 1.956 2.707 -1.197
C 1.704 -2.382 -2.698 0.560
C -0.354 -2.203 2.283 -0.741
C -3.592 3.907 -2.228 -0.242
C 2.825 -2.875 -2.001 0.186
C 2.606 -0.091 2.301 -0.508
C 1.433 2.411 2.935 -0.643
C 1.831 -4.260 -4.207 -0.757
C -2.170 1.977 -2.284 0.736
H -0.200 -1.493 3.094 0.324
H -0.282 -3.219 2.675 0.432
H 3.276 -1.994 1.584 0.517
H 3.526 0.099 2.858 0.463
H -4.062 2.102 -3.294 0.415
H 4.265 -4.432 -1.857 0.437
H 3.414 -5.655 -3.831 0.405
H 0.384 -2.683 -4.347 0.470
H -3.168 0.005 3.286 0.448
H -2.726 5.579 -1.166 0.419
H -0.701 4.287 -0.523 0.629
H -2.342 0.264 -3.657 0.438
H -3.358 2.180 2.100 0.439
H 2.857 -1.375 -0.875 0.239
H -4.506 4.415 -2.490 0.466
H -1.400 0.231 3.406 0.183
H -2.605 2.403 3.693 0.496
H 0.315 4.223 3.152 0.485
H -2.511 -2.388 2.248 0.482
H 1.767 2.537 1.897 0.313
H -1.717 -2.560 0.663 0.466
H 2.644 0.416 1.329 0.238
H 2.281 -2.103 3.052 0.526
H -0.306 2.878 4.141 0.410
H 1.454 -4.797 -5.062 0.411
H 2.203 2.780 3.618 0.443

54
Properties=species:S:1:pos:R:3:mulliken_charge:R:1 method="wB97M-V/def2-TZVPD" spin_multiplicity=1 gap_ev=9.00 smiles="CCN(CC)CCNC(=O)c1ccc(Sc2ccc(Cl)cc2)c(NC(C)=O)c1" homo_energy_ev=-8.489 de_lowest_kcal_mol=4.7
Cl 8.028 -1.476 -2.066 -0.217
S 3.575 -0.721 2.278 -0.259
O 3.141 3.573 -0.702 -0.609
O -1.007 1.825 -1.982 -0.668
N -4.439 -0.697 -0.005 0.508
N 3.445 1.855 0.769 -0.079
N -2.367 1.167 -0.300 -0.123
C 6.784 -1.276 -0.882 0.334
C 5.236 3.400 0.465 -1.314
C -0.013 0.816 -0.066 0.304
C 5.460 -1.203 -1.284 -0.803
C -6.936 -0.555 0.511 -1.143
C 6.128 -1.019 1.402 -0.422
C 4.464 -1.041 -0.339 0.014
C -4.228 -2.125 -0.127 -0.659
C 4.797 -0.937 1.005 0.159
C -5.109 -2.890 -1.124 -1.098
C -0.088 -0.387 0.629 -0.598
C -1.161 1.312 -0.892 0.288
C 7.123 -1.191 0.461 -0.627
C 3.829 2.984 0.094 0.804
C -5.482 -0.260 0.900 -0.731
C 2.181 -0.099 1.348 0.372
C 2.263 1.132 0.679 0.415
C -3.610 1.393 -0.996 -1.276
C -4.323 0.053 -1.241 -0.635
C 1.015 -0.844 1.325 -0.854
C 1.159 1.561 -0.050 -0.621
H -4.237 2.067 -0.407 0.353
H -5.368 0.821 1.017 0.319
H -3.370 1.871 -1.948 0.470
H 5.302 3.599 1.533 0.334
H 5.204 -1.277 -2.329 0.418
H 1.210 2.483 -0.607 0.690
H 5.500 4.299 -0.084 0.369
H 5.937 2.606 0.213 0.296
H -5.291 0.247 -1.725 0.240
H 3.432 -0.994 -0.653 0.377
H -7.603 -0.002 1.168 0.405
H -6.157 -2.848 -0.847 0.216
H -3.709 -0.528 -1.931 0.574
H 6.375 -0.948 2.450 0.398
H -4.801 -3.933 -1.144 0.436
H -7.164 -1.613 0.611 0.257
H -4.353 -2.558 0.869 0.423
H -2.449 0.645 0.558 0.283
H -5.278 -0.717 1.874 0.442
H -7.134 -0.248 -0.513 0.267
H -0.985 -0.988 0.602 0.368
H -5.001 -2.483 -2.126 0.293
H 0.984 -1.786 1.851 0.447
H -3.182 -2.270 -0.424 0.188
H 4.117 1.461 1.418 0.257
H 8.156 -1.255 0.764 0.418

56
Properties=species:S:1:pos:R:3:mulliken_charge:R:1 method="wB97M-V/def2-TZVPD" spin_multiplicity=1 gap_ev=8.19 smiles="COc1ccccc1N1CCN(C(=O)CN(Cc2ccc(Cl)cc2)S(C)(=O)=O)CC1" homo_energy_ev=-7.818 de_lowest_kcal_mol=55.6
Cl 1.120 4.860 -0.758 -0.223
S -2.635 -0.130 1.476 1.152
O 1.796 0.525 0.916 0.304
O -1.760 0.983 1.672 -0.583
O -2.077 -2.743 -2.463 -0.694
O -2.478 -1.268 2.335 -0.694
N 1.758 -2.138 -0.036 0.331
N -2.477 -0.678 -0.084 0.440
N -0.778 -3.176 -0.675 0.098
C -4.348 0.454 1.656 -1.098
C -1.792 1.446 -1.071 -0.274
C -2.733 0.278 -1.150 -1.202
C 1.398 -2.387 -1.418 -0.314
C 4.221 0.481 0.971 -0.675
C 1.745 1.685 1.712 -1.053
C 0.364 -3.514 -1.504 -1.144
C 0.607 -1.843 0.795 0.296
C 2.946 -1.414 0.179 -0.293
C -2.226 2.709 -0.695 -0.129
C 0.450 2.306 -1.297 -0.738
C 5.367 -1.439 0.112 -0.756
C -1.336 3.764 -0.601 -0.919
C 5.402 -0.175 0.671 -0.748
C -0.451 1.264 -1.382 0.523
C -2.933 -2.029 -0.353 -1.329
C 0.000 3.552 -0.894 0.398
C 2.989 -0.108 0.713 0.767
C -0.376 -3.011 0.704 -1.608
C 4.148 -2.047 -0.120 -0.267
C -1.889 -2.694 -1.258 0.724
H 0.796 -4.450 -1.140 0.348
H -1.217 -2.813 1.362 0.440
H 1.491 2.152 -1.536 0.430
H 2.234 1.528 2.678 0.488
H 0.942 -1.729 1.826 0.510
H -4.446 1.412 1.164 0.282
H 0.682 1.873 1.862 0.039
H -2.574 -0.255 -2.093 0.506
H 2.202 2.543 1.208 0.337
H 0.967 -1.487 -1.889 -0.097
H 0.117 -3.937 1.018 0.474
H -3.889 -2.025 -0.892 0.452
H 0.021 -3.639 -2.532 0.511
H 0.078 -0.927 0.500 -0.236
H 2.294 -2.664 -1.976 0.604
H 4.112 -3.047 -0.526 0.517
H -3.778 0.621 -1.123 0.473
H 6.346 0.309 0.871 0.413
H -4.527 0.555 2.718 0.441
H 4.262 1.476 1.385 0.407
H -0.111 0.289 -1.694 0.148
H -3.055 -2.542 0.598 0.722
H -1.675 4.743 -0.298 0.449
H -5.010 -0.289 1.231 0.348
H 6.283 -1.956 -0.128 0.378
H -3.269 2.881 -0.472 0.324

57
Properties=species:S:1:pos:R:3:mulliken_charge:R:1 method="wB97M-V/def2-TZVPD" spin_multiplicity=1 gap_ev=8.00 smiles="COc1ccc(N2CCN(S(=O)(=O)CCNC(=O)COc3ccc(Cl)cc3)CC2)cc1" homo_energy_ev=-7.469 de_lowest_kcal_mol=41.2
Cl 3.411 -4.273 -0.487 -0.244
S 1.436 0.039 -0.425 1.198
O 5.336 0.819 1.666 -0.509
O 5.451 2.787 -1.297 -0.672
O 1.480 -1.313 -0.899 -0.633
O -7.697 0.462 0.357 -0.453
O 1.951 0.309 0.889 -0.729
N 3.695 2.230 0.019 -0.018
N -0.110 0.685 -0.519 0.105
N -2.297 -0.949 0.373 0.073
C 5.138 -0.699 -0.241 -0.262
C -0.980 0.012 -1.468 -1.190
C -3.637 -0.559 0.335 0.545
C -5.494 0.800 1.081 -1.039
C 4.314 -1.268 1.945 -0.468
C 2.300 1.089 -1.637 -0.861
C -4.548 -1.296 -0.424 -0.608
C -6.388 0.069 0.304 0.749
C -4.149 0.498 1.094 -0.172
C -1.610 -1.254 -0.865 -0.836
C -1.385 -0.334 1.312 -1.205
C 4.670 -1.910 -0.723 -0.601
C 5.924 1.801 0.847 -0.437
C -5.896 -0.989 -0.449 -0.454
C -8.641 -0.268 -0.386 -0.838
C -0.767 0.951 0.750 -0.804
C 4.953 -0.365 1.095 0.251
C 2.692 2.415 -0.999 -0.935
C 4.020 -2.786 0.126 0.310
C 5.010 2.314 -0.271 0.429
C 3.846 -2.471 1.465 -0.498
H -1.533 1.711 0.570 0.558
H -0.380 -0.251 -2.339 0.526
H 1.610 1.225 -2.463 0.583
H -3.502 1.103 1.709 0.304
H 5.638 -0.027 -0.921 0.450
H -1.763 0.719 -1.761 0.494
H 4.805 -2.167 -1.763 0.412
H 6.862 1.452 0.397 0.352
H -9.601 0.206 -0.190 0.242
H 3.122 3.081 -1.754 0.449
H 3.171 0.530 -1.967 0.443
H -0.011 1.342 1.430 0.382
H 3.338 -3.160 2.121 0.441
H 6.154 2.635 1.517 0.341
H -8.430 -0.225 -1.460 0.332
H -5.877 1.618 1.671 0.405
H 3.398 1.686 0.822 0.330
H -0.811 -1.971 -0.655 0.400
H 1.808 2.879 -0.555 0.360
H 4.178 -0.992 2.978 0.432
H -8.683 -1.314 -0.067 0.333
H -6.551 -1.595 -1.055 0.380
H -2.297 -1.690 -1.587 0.379
H -4.209 -2.146 -0.995 0.433
H -0.569 -1.045 1.491 0.470
H -1.894 -0.149 2.258 0.572

54
Properties=species:S:1:pos:R:3:mulliken_charge:R:1 method="wB97M-V/def2-TZVPD" s_squared=6.027 spin_multiplicity=5 gap_ev="6.59 / 7.01" homo_energy_ev="-6.515 / -6.940" de_lowest_kcal_mol=26.8
Cr 0.442 0.539 0.243 0.811
S 0.304 2.094 2.035 -0.797
S 1.897 -0.877 1.513 -0.428
N 0.082 -1.448 -0.939 1.172
N 0.596 2.043 -1.281 0.072
N -1.482 -0.288 1.318 1.349
N -0.005 1.970 -2.494 0.121
C 1.254 -2.334 -0.773 0.034
C -1.397 -1.741 1.122 -0.938
C -2.302 -0.263 4.968 -0.992
C 2.033 3.709 -0.126 -1.634
C 2.088 -2.169 0.339 0.551
C 0.226 3.050 -3.255 0.768
C -2.647 0.311 0.651 -1.170
C 1.214 3.220 -1.273 0.355
C -1.478 0.077 2.726 -0.625
C -0.691 1.152 3.142 1.207
C 2.532 -4.246 -1.525 -0.842
C 1.006 3.889 -2.496 -0.898
C 3.365 -4.103 -0.422 -0.536
C 3.140 -3.086 0.485 -0.746
C -0.319 3.174 -4.639 -1.410
C -1.127 -2.096 -0.321 -1.483
C -0.250 -1.272 -2.365 -1.701
C -2.281 -0.612 3.627 -0.354
C -0.726 1.491 4.499 -0.737
C -1.516 0.798 5.399 -0.558
C 1.478 -3.362 -1.687 -0.344
H -1.512 1.080 6.444 0.363
H -2.333 -2.246 1.397 0.321
H -2.921 -0.812 5.664 0.389
H 2.626 2.906 0.312 0.378
H 1.386 4.859 -2.771 0.423
H -1.988 -1.820 -0.930 0.724
H -0.447 1.116 -2.777 0.136
H -2.891 -1.440 3.286 0.294
H 0.832 -3.499 -2.543 0.246
H 0.624 -0.917 -2.912 0.490
H 0.078 2.394 -5.291 0.320
H 1.401 4.111 0.666 0.264
H -0.601 -2.112 1.766 0.609
H -2.624 1.387 0.819 0.313
H 2.695 -5.031 -2.250 0.390
H 2.703 4.493 -0.476 0.372
H 3.793 -2.960 1.339 0.427
H -0.599 -2.193 -2.835 0.524
H -3.591 -0.092 1.038 0.317
H -0.106 2.312 4.835 0.440
H -1.407 3.102 -4.644 0.315
H -1.082 -0.568 -2.438 0.393
H -2.607 0.133 -0.425 0.245
H -1.016 -3.180 -0.404 0.349
H 4.197 -4.780 -0.277 0.369
H -0.043 4.137 -5.062 0.341

65
Properties=species:S:1:pos:R:3:mulliken_charge:R:1 method="wB97M-V/def2-TZVPD" s_squared=6.056 spin_multiplicity=5 gap_ev="7.76 / 4.00" homo_energy_ev="-16.468 / -16.489" total_charge=+3 de_lowest_kcal_mol=49.5
Pd 0.512 0.163 0.211 -1.366
S 2.494 0.644 1.810 -0.297
P -0.979 0.571 2.144 2.253
F 2.558 1.276 -4.466 -0.211
F 0.263 2.134 -5.669 -0.238
F -2.066 2.278 -4.235 -0.219
F 2.446 0.450 -1.782 -0.267
F -2.087 1.467 -1.605 -0.350
O 0.495 2.666 0.432 -0.184
N 2.175 3.807 -0.550 -0.079
N -2.313 0.350 4.510 0.226
N 4.465 -1.049 2.398 -0.328
N -1.559 2.576 4.034 0.149
N -3.414 1.610 2.839 0.228
N 2.945 -1.811 0.895 -1.105
N 1.864 -1.768 0.188 1.063
N -0.023 4.435 -0.871 -0.266
N -0.523 -1.720 -1.153 0.209
C 0.380 -2.680 -1.435 0.784
C -0.533 2.151 3.062 -1.456
C 1.600 -2.692 -0.679 -0.857
C 1.422 1.319 -3.794 0.274
C 2.745 4.808 -1.421 -1.106
C 0.148 -3.635 -2.436 -0.824
C -2.736 1.060 1.697 -1.102
C -1.756 1.509 5.100 -0.787
C -2.888 2.825 3.336 -0.730
C -1.656 -1.687 -1.833 -0.059
C -1.419 -0.417 3.691 -1.118
C 0.241 1.767 -4.404 0.486
C -0.959 1.409 -2.350 0.742
C 0.872 3.609 -0.312 0.046
C -3.601 0.646 3.907 -0.896
C -1.031 -3.580 -3.160 -0.477
C 3.366 -0.866 1.691 0.613
C 0.182 0.928 -1.747 -0.738
C 1.357 0.907 -2.469 1.509
C -1.954 -2.592 -2.852 -0.989
C -0.956 1.825 -3.679 0.294
H -1.891 -1.358 3.398 0.473
H 0.886 -4.397 -2.633 0.479
H -3.284 0.179 1.352 0.424
H -0.791 1.287 5.565 0.378
H -0.509 -0.657 4.250 0.448
H -4.055 -0.266 3.521 0.366
H -2.377 -0.930 -1.558 0.623
H -3.581 3.262 4.062 0.337
H -2.897 -2.533 -3.373 0.494
H -4.264 1.073 4.665 0.311
H 2.315 -3.496 -0.836 0.432
H -2.439 1.901 5.861 0.346
H -1.224 -4.302 -3.942 0.480
H 4.988 -1.911 2.301 0.270
H -1.255 3.447 4.481 0.378
H 2.814 3.196 -0.059 0.266
H 0.257 5.258 -1.377 0.185
H 2.803 5.783 -0.931 0.326
H 3.753 4.503 -1.692 0.358
H -2.724 3.541 2.525 0.357
H 4.863 -0.323 2.975 0.243
H -1.005 4.298 -0.707 0.201
H 2.157 4.905 -2.335 0.356
H -2.724 1.779 0.873 0.470
H 0.423 2.007 3.579 0.571
H -0.382 2.923 2.300 0.603

52
Properties=species:S:1:pos:R:3:mulliken_charge:R:1 method="wB97M-V/def2-TZVPD" spin_multiplicity=1 gap_ev=7.92 homo_energy_ev=-15.172 total_charge=+2
In 0.084 -0.658 0.082 1.358
Ge -0.359 -4.467 -0.343 0.510
N 2.428 0.240 0.017 -0.176
N -2.162 0.017 0.062 -0.250
N 0.035 1.422 -0.640 -0.174
C 4.750 0.474 0.499 -0.879
C 2.446 1.487 -0.489 0.763
C 3.567 -0.269 0.504 0.959
C 1.224 -5.590 -0.528 -1.235
C 3.569 2.287 -0.481 -0.837
C -3.200 -0.652 0.586 0.940
C -3.570 1.902 -0.352 -0.793
C 3.597 -1.659 1.062 -1.274
C 1.173 2.002 -1.056 0.693
C -1.159 1.919 -1.007 0.673
C -1.416 -5.088 1.167 -1.080
C -4.463 -0.066 0.656 -0.811
C 4.755 1.765 0.024 -0.569
C -4.650 1.219 0.198 -0.574
C 0.586 -2.737 0.094 -1.505
C -2.351 1.263 -0.416 0.751
C -1.252 2.982 -1.885 -0.760
C -1.277 -4.277 -2.045 -1.114
C -2.992 -2.045 1.082 -1.205
C -0.085 3.538 -2.385 -0.739
C 1.139 3.055 -1.958 -0.776
H 0.996 -2.835 1.104 0.478
H 4.340 -1.724 1.854 0.504
H -2.216 3.350 -2.202 0.373
H 1.442 -2.661 -0.584 0.485
H -5.618 1.696 0.269 0.481
H 5.656 2.363 0.049 0.477
H 3.886 -2.368 0.283 0.268
H -5.279 -0.629 1.086 0.483
H -1.492 -5.264 -2.455 0.392
H -3.590 -2.224 1.974 0.478
H -1.542 -6.166 1.071 0.417
H 2.056 3.475 -2.340 0.413
H 3.527 3.305 -0.836 0.412
H -1.949 -2.242 1.319 0.122
H -3.682 2.917 -0.699 0.395
H -0.628 -3.756 -2.750 0.376
H 1.779 -5.636 0.408 0.392
H -2.219 -3.735 -1.965 0.337
H 1.875 -5.205 -1.313 0.389
H 5.648 0.024 0.899 0.463
H 2.638 -1.968 1.468 0.139
H -0.131 4.347 -3.102 0.487
H 0.934 -6.606 -0.799 0.389
H -3.310 -2.763 0.323 0.247
H -0.880 -4.900 2.098 0.360
H -2.407 -4.646 1.228 0.345

57
Properties=species:S:1:pos:R:3:mulliken_charge:R:1 method="wB97M-V/def2-TZVPD" spin_multiplicity=1 gap_ev=7.86 smiles="NC(=O)CCc1cccc2c1Sc1ccccc1N2.COC(=O)OC.COC(=O)OC" homo_energy_ev=-8.066 de_lowest_kcal_mol=480.0
S -1.498 -2.065 1.603 -0.212
O 1.149 8.231 -2.260 -0.307
O 2.458 3.461 -1.861 -0.324
O 2.254 8.027 -4.263 -0.544
O 0.431 9.396 -3.978 -0.308
O 0.787 1.891 -1.730 -0.561
O -3.876 -4.165 6.127 -0.572
O 2.076 2.494 0.074 -0.328
N -3.439 -6.605 6.269 -0.560
N -0.120 -3.005 -1.309 -0.237
C -3.729 -4.430 2.885 -0.723
C 1.682 2.549 -1.224 0.747
C -2.827 -5.312 3.982 -0.324
C -3.433 -5.264 5.505 0.412
C 2.155 3.626 -3.245 -0.734
C -2.603 -6.447 -0.779 -0.362
C 1.368 8.503 -3.571 0.775
C 2.449 -2.262 -0.615 -0.540
C 0.368 -1.898 1.229 0.431
C -3.359 -6.147 0.651 -0.485
C -1.136 -3.955 -0.710 0.153
C 2.066 7.299 -1.692 -0.360
C -3.002 -4.739 1.411 0.273
C 3.509 -1.624 0.511 -0.319
C 1.379 -1.302 2.374 -0.432
C -1.934 -3.704 0.721 0.097
C 2.972 -1.162 2.008 -0.334
C 0.821 -2.422 -0.277 0.115
C 0.540 9.777 -5.348 -0.614
C -1.512 -5.391 -1.480 -0.483
C 1.341 1.568 0.871 -0.267
H 3.680 -0.733 2.863 0.284
H -1.726 -4.862 3.890 0.280
H 0.922 -0.993 3.418 0.304
H -2.834 -6.429 3.561 0.275
H 1.739 1.608 1.889 0.293
H 2.836 4.378 -3.653 0.231
H -1.036 -5.730 -2.495 0.306
H 0.410 8.909 -6.002 0.289
H 1.502 10.265 -5.538 0.285
H -2.421 -6.914 6.251 0.265
H 2.312 2.688 -3.788 0.344
H -0.551 -2.282 -1.926 0.318
H -2.848 -7.471 -1.304 0.270
H 1.997 6.331 -2.199 0.056
H 4.648 -1.508 0.232 0.304
H -3.733 -3.277 3.137 0.305
H -4.861 -4.775 2.878 0.329
H 1.129 3.983 -3.375 0.319
H 1.465 0.548 0.493 -0.093
H 1.797 7.157 -0.642 0.235
H -3.671 -6.411 7.287 0.323
H -4.122 -6.869 1.187 0.296
H 3.089 7.688 -1.735 0.292
H 2.915 -2.561 -1.646 0.284
H -0.258 10.493 -5.565 0.218
H 0.282 1.843 0.906 0.314

Computed molar mass (g/mol) in order:
520.80 419.98 451.98 467.97 450.60 684.95 507.89 450.51
Computed energy (a.u.) in order:
-3400.831836 -1988.996517 -2139.421825 -2214.662761 -2875.735976 -2749.521423 -3246.648772 -1849.561543